# 1
DFT (ωB97M-V/def2-TZVPD) results for 2 unconnected molecules or ions with the total composition C5H15NO2 at a distorted geometry.

Computed properties:
total charge = 0
HOMO-LUMO gap = 0.34441 hartree
F_max = 4.3 eV/A
energy relative to the best compared isomer or geometry (same formula, charge and spin) = 72.1 kcal/mol
highest occupied orbital energy = -8.709 eV
energy = -11010.8196 eV

Last column: Löwdin charge in e.
Positions of all 23 atoms, in Å:
1 N 0.915092 3.050463 -2.199945  -0.04
2 C 0.925903 2.129463 -1.101098  -0.27
3 C 0.796214 0.546965 -1.642035  -0.15
4 C -0.248812 -0.103917 -0.752851  -0.24
5 C 0.291575 -0.676242 0.647064  -0.14
6 C -0.583620 -0.796844 1.981388  -0.24
7 O -1.133108 0.490202 1.992784  -0.16
8 H -0.037787 2.968661 -2.685615  0.11
9 H 1.758148 3.019759 -2.680148  0.03
10 H 1.890447 2.277921 -0.521912  0.12
11 H 0.031152 2.196279 -0.416104  0.10
12 H 0.431613 0.617727 -2.675164  0.10
13 H 1.743558 0.111393 -1.632773  0.07
14 H -1.127417 0.431624 -0.614487  0.05
15 H -0.768014 -0.927831 -1.221288  0.10
16 H 0.674908 -1.644332 0.482324  0.07
17 H 1.083448 0.068933 0.908390  0.11
18 H -1.410022 -1.563921 1.993948  0.10
19 H 0.018816 -0.737172 2.932245  0.13
20 H -1.523044 0.852513 1.100507  0.12
21 O -0.860595 -4.120761 2.096587  -0.07
22 H -1.380928 -3.847979 1.264108  0.08
23 H -1.487529 -4.342903 2.744075  0.00

Cartesian forces, eV/Å:
-4.039 0.502 1.400
0.429 -2.402 0.119
-1.920 3.175 1.301
0.574 -3.277 1.289
0.374 0.876 0.555
-0.035 1.652 -2.186
-2.751 3.070 -0.840
2.687 0.309 0.218
1.044 -0.067 -1.695
-1.251 -0.271 -0.463
1.094 0.681 -0.667
0.109 -0.066 0.241
1.431 -1.089 0.106
-1.270 2.236 0.319
0.450 -0.905 -0.649
1.153 -1.028 -0.531
-0.259 -0.965 0.097
1.176 0.407 0.004
-0.314 -1.033 -1.200
1.305 -1.711 2.596
0.326 1.090 -3.409
1.144 -0.744 2.145
-1.458 -0.440 1.249

# 2
DFT (ωB97M-V/def2-TZVPD) results for a molecular structure, C29H16Cl5IN2O2PSeW.

Computed properties:
total charge = +1
expectation value of S² = 2.023
HOMO-LUMO gap (alpha / beta) = 0.25444 / 0.25160 hartree
multiplicity = 3
F_max = 0.9 eV/A
energy relative to the best compared isomer or geometry (same formula, charge and spin) = 63.5 kcal/mol
highest occupied orbital energy (alpha / beta) = -11.296 / -11.646 eV
energy = -184572.0761 eV

Last column: Löwdin spin population.
Positions of all 58 atoms, in Å:
1 W -0.632125 -0.622669 -0.092438  1.62
2 I -0.919264 2.189401 -0.102338  0.02
3 C -0.744664 3.016189 1.816348  0.01
4 C -1.328265 4.256849 1.802703  0.00
5 C -1.299711 5.095958 2.923801  0.00
6 C -0.672569 4.650884 4.041800  0.00
7 C -0.077017 3.368366 4.089687  0.00
8 C 0.536135 3.009067 5.313207  0.00
9 C 1.108722 1.790510 5.476131  0.00
10 C 1.062716 0.889543 4.405762  0.00
11 C 0.507097 1.178422 3.174201  0.00
12 P 0.664195 -0.325407 2.129124  0.00
13 C 0.062323 -1.618483 3.260595  0.00
14 C 0.794313 -2.785563 3.462176  0.00
15 C 0.330878 -3.749025 4.346631  0.00
16 C -0.861600 -3.557363 5.024331  0.00
17 C -1.594730 -2.395352 4.824330  0.00
18 C -1.134695 -1.426128 3.951361  0.00
19 C 2.449835 -0.654126 1.924751  0.00
20 C 3.415405 0.054904 2.639085  0.00
21 C 4.760750 -0.230533 2.476094  0.00
22 C 5.164421 -1.222282 1.593924  0.00
23 C 4.213960 -1.929724 0.875703  0.00
24 C 2.865613 -1.647874 1.039739  0.00
25 C -0.093881 2.474133 2.968160  0.00
26 H -1.824353 4.613764 0.909030  0.00
27 H -1.765405 6.070441 2.881859  0.00
28 H -0.620362 5.267617 4.930137  0.00
29 H 0.526119 3.732531 6.118877  0.00
30 H 1.574309 1.500245 6.407745  0.00
31 H 1.481188 -0.092929 4.577918  0.00
32 H 1.731513 -2.950969 2.949880  0.00
33 H 0.907066 -4.651859 4.500638  0.00
34 H -1.224298 -4.315059 5.706167  0.00
35 H -2.530713 -2.244154 5.345353  0.00
36 H -1.713256 -0.522100 3.813154  0.00
37 H 3.136062 0.864981 3.296888  0.00
38 H 5.496168 0.335471 3.033372  0.00
39 H 6.216852 -1.438473 1.464762  0.00
40 H 4.517113 -2.704997 0.183225  0.00
41 H 2.144941 -2.217161 0.477667  0.00
42 Cl 2.549109 1.745919 0.008744  0.01
43 C 2.263987 0.652581 -1.296061  0.02
44 C 1.100309 -0.121366 -1.355638  0.01
45 C 0.878545 -0.729751 -2.579717  0.03
46 Cl -0.746738 -1.383968 -2.723762  0.00
47 C 1.746242 -0.765814 -3.652029  -0.01
48 Cl 1.334071 -1.583595 -5.093566  -0.01
49 C 2.959748 -0.095146 -3.497446  0.03
50 Cl 4.108509 -0.131747 -4.760202  0.01
51 C 3.199407 0.640493 -2.332743  -0.01
52 Cl 4.649841 1.543606 -2.199669  0.00
53 O -2.616058 -0.495103 -0.592807  0.00
54 N -3.131170 -0.535890 0.575854  0.09
55 O -2.199397 -0.681746 1.397077  0.02
56 Se -0.414681 -3.132310 0.033693  0.11
57 C -1.679761 -3.561039 1.304813  0.02
58 N -2.477327 -3.877209 2.073966  0.01

Cartesian forces, eV/Å:
0.786 0.327 -0.335
-0.014 -0.132 -0.091
0.007 0.066 0.201
-0.027 0.011 -0.066
0.009 0.008 0.032
-0.011 0.022 -0.003
0.010 0.043 0.053
0.003 -0.006 -0.013
-0.002 0.010 -0.005
-0.076 -0.010 0.047
-0.007 0.023 0.050
-0.109 -0.047 -0.184
0.006 0.007 0.027
0.001 -0.044 0.020
0.006 -0.013 -0.033
-0.040 0.016 0.018
0.031 0.005 0.038
0.004 0.036 0.047
0.045 0.019 0.071
0.024 0.048 -0.026
0.010 -0.007 -0.003
0.038 0.014 0.008
-0.021 -0.016 -0.022
0.062 0.054 0.062
0.030 -0.078 -0.072
0.016 -0.023 0.005
0.001 -0.013 -0.005
0.004 -0.011 -0.017
-0.004 -0.009 -0.012
-0.011 0.000 -0.009
-0.017 -0.026 -0.005
0.015 0.021 -0.024
-0.006 0.010 0.002
-0.001 0.010 -0.008
0.014 -0.011 -0.009
0.039 -0.003 0.021
0.029 -0.027 -0.027
-0.018 -0.013 -0.016
-0.014 -0.001 -0.002
-0.013 0.015 0.021
-0.111 -0.077 -0.075
-0.039 -0.047 0.070
-0.022 -0.008 -0.012
-0.158 0.011 0.182
-0.081 -0.066 -0.063
0.043 0.077 0.116
0.036 0.034 0.024
-0.008 -0.006 -0.018
-0.013 -0.029 -0.044
0.013 0.006 0.005
0.053 0.007 -0.039
0.018 -0.011 -0.016
-0.391 -0.019 -0.136
-0.065 0.001 -0.025
-0.196 0.037 0.252
0.043 -0.222 0.124
0.025 0.008 0.022
0.053 0.029 -0.107

# 3
DFT (ωB97M-V/def2-TZVPD) results for a single C22H29N5O3 molecule.

Computed properties:
total charge = 0
HOMO-LUMO gap = 0.32172 hartree
F_max = 0.7 eV/A
energy relative to the best compared isomer or geometry (same formula, charge and spin) = 34.1 kcal/mol
highest occupied orbital energy = -8.257 eV
energy = -36879.3272 eV

Last column: Löwdin charge in e.
Positions of all 59 atoms, in Å:
1 C -2.707121 -6.718206 3.367921  -0.06
2 C -3.530600 -7.131868 2.151327  -0.25
3 O -4.601807 -6.247616 1.892183  -0.05
4 C -4.363283 -5.036803 1.321234  -0.26
5 C -3.135132 -4.592973 0.839171  -0.02
6 C -3.021474 -3.338257 0.267154  -0.02
7 C -4.124302 -2.499812 0.160139  -0.14
8 C -4.076134 -1.139940 -0.444879  -0.45
9 O -5.072834 -0.581164 -0.872804  0.05
10 N -2.849528 -0.571540 -0.497997  0.07
11 C -2.654178 0.789251 -0.931390  -0.16
12 C -1.791794 1.544742 0.089541  -0.07
13 C -0.430016 0.872783 0.144821  -0.45
14 O -0.315325 -0.194364 0.738847  0.03
15 N 0.601094 1.417276 -0.523371  -0.04
16 C 0.636452 2.646602 -1.277764  -0.14
17 C 1.479785 3.686311 -0.538957  -0.08
18 C 2.909783 3.174261 -0.304587  -0.43
19 C 2.829788 1.797002 0.383553  -0.08
20 C 1.924339 0.841223 -0.388846  -0.12
21 N 3.576578 4.115599 0.606391  0.00
22 C 5.022024 4.030197 0.640486  -0.20
23 C 5.693224 4.365470 -0.708727  -0.11
24 C 4.930728 3.625417 -1.744667  -0.20
25 N 5.310376 3.332142 -3.027263  0.11
26 C 4.289066 2.629774 -3.580189  -0.18
27 N 3.302537 2.463085 -2.746055  0.11
28 C 3.682987 3.083554 -1.589413  -0.19
29 C -5.357122 -2.958960 0.623930  -0.01
30 C -5.477429 -4.201544 1.200333  0.01
31 H -2.241651 -5.748356 3.210699  0.07
32 H -1.932126 -7.456745 3.554460  0.08
33 H -3.350459 -6.651611 4.241675  0.08
34 H -4.015438 -8.093709 2.342046  0.12
35 H -2.892309 -7.239107 1.265512  0.12
36 H -2.255386 -5.215007 0.895579  0.10
37 H -2.056419 -3.034172 -0.110427  0.11
38 H -2.069902 -0.975166 0.006494  0.10
39 H -2.163363 0.803822 -1.913893  0.13
40 H -3.643535 1.246776 -1.029026  0.12
41 H -2.246561 1.433078 1.075928  0.13
42 H -1.747601 2.602684 -0.153092  0.10
43 H -0.364464 3.030113 -1.464259  0.11
44 H 1.115603 2.433357 -2.239406  0.11
45 H 1.510447 4.607724 -1.124388  0.13
46 H 1.035235 3.905333 0.434365  0.13
47 H 3.824965 1.359245 0.461671  0.12
48 H 2.439644 1.948037 1.391178  0.13
49 H 1.827936 -0.106933 0.141572  0.12
50 H 2.334085 0.669440 -1.388327  0.12
51 H 3.306164 5.063039 0.359880  0.12
52 H 5.377559 4.711117 1.417097  0.12
53 H 5.290726 3.012541 0.931147  0.12
54 H 5.645132 5.444580 -0.894859  0.12
55 H 6.745689 4.072757 -0.698789  0.11
56 H 6.181349 3.584987 -3.464019  0.16
57 H 4.305627 2.262812 -4.586362  0.12
58 H -6.215139 -2.312085 0.520871  0.12
59 H -6.426493 -4.560196 1.566552  0.12

Cartesian forces, eV/Å:
-0.283 0.033 -0.310
0.371 -0.220 0.199
-0.199 0.248 -0.073
-0.102 0.200 -0.089
0.060 -0.392 0.149
-0.241 0.238 -0.024
-0.090 -0.260 0.077
0.191 0.075 -0.146
-0.265 0.028 0.026
0.296 -0.080 0.088
-0.165 0.203 -0.105
0.014 -0.192 -0.060
-0.333 0.297 -0.017
-0.053 -0.331 0.298
0.237 -0.052 -0.065
-0.135 0.499 -0.150
0.112 -0.162 -0.121
-0.161 -0.097 0.197
-0.140 0.069 -0.215
0.330 -0.432 0.217
-0.264 0.205 -0.029
0.273 0.123 -0.071
-0.063 -0.011 0.125
-0.221 0.020 0.324
0.023 0.037 0.027
0.019 -0.053 -0.226
-0.228 -0.264 -0.322
0.618 0.373 0.101
0.120 0.055 -0.046
0.113 -0.177 0.071
0.079 0.053 0.032
0.104 -0.066 0.038
-0.028 -0.007 0.092
0.113 0.109 -0.097
-0.113 -0.015 0.045
0.045 -0.074 0.036
0.088 0.030 -0.031
-0.144 -0.028 0.032
-0.107 0.097 0.058
0.206 -0.037 -0.024
0.086 0.029 -0.045
-0.011 0.004 -0.017
0.058 -0.068 -0.007
-0.262 0.047 0.112
0.033 0.075 -0.006
-0.034 0.031 0.045
0.062 -0.013 0.033
-0.022 -0.016 0.046
0.046 0.124 -0.149
-0.065 -0.082 0.095
-0.037 -0.033 0.011
0.061 -0.114 -0.023
0.088 0.051 0.035
0.076 -0.017 0.052
0.037 0.033 0.037
-0.105 -0.053 -0.002
0.093 -0.051 -0.250
-0.068 0.044 -0.021
-0.110 -0.034 0.045